(1)
C2H5NO2 in the gas phase, computed with the ωB97M-V functional and the def2-TZVPD basis.

Results
**Energy above the lowest of the compared OMol25 structures with the same formula, charge and spin**: 77.2 kJ/mol
**Electronic energy**: -284.43795 a.u.
**HOMO-LUMO gap**: 10.71 eV
**Structure (SMILES)**: O=CNCO
**LUMO energy**: 0.789 eV

Geometry (Å):
O: -1.11051 1.89016 -0.29476
C: -1.40596 0.71497 -0.29204
N: -0.54049 -0.28874 -0.01212
C: 0.90769 -0.16913 -0.15536
O: 1.55044 -1.06488 0.70379
H: -2.43252 0.39065 -0.52407
H: -0.87147 -1.22735 0.14993
H: 1.14192 -0.41373 -1.18991
H: 1.25092 0.84807 0.02874
H: 1.50999 -0.68001 1.58580


(2)
2 unconnected molecules or ions with the total composition C2H5NO2 in a non-equilibrium geometry, computed with the ωB97M-V functional and the def2-TZVPD basis.

Results
**Energy above the lowest of the compared OMol25 structures with the same formula, charge and spin**: 500.4 kJ/mol
**Electronic energy**: -284.27679 a.u.
**HOMO-LUMO gap**: 8.70 eV
**LUMO energy**: 0.730 eV

Geometry (Å):
C: -1.77703 -0.56270 -0.54748
C: 0.39638 0.97738 -0.04474
N: 0.22743 -0.40269 -0.42959
O: -2.42356 -0.03899 0.24724
O: 0.59100 -1.23837 0.56060
H: -2.17576 -1.28028 -1.24548
H: 0.49099 1.72242 -0.83752
H: -0.28885 1.28113 0.70973
H: 1.50610 1.01028 0.41247
H: 0.41458 -2.15831 0.31897


(3)
2 unconnected molecules or ions with the total composition C2H5NO2 in a non-equilibrium geometry, computed with the ωB97M-V functional and the def2-TZVPD basis.

Results
**Energy above the lowest of the compared OMol25 structures with the same formula, charge and spin**: 504.6 kJ/mol
**Electronic energy**: -284.27519 a.u.
**HOMO-LUMO gap (spin up / spin down)**: 9.69 / 9.72 eV
**LUMO energy (spin up / spin down)**: -0.158 / -0.186 eV

Geometry (Å):
C: -0.15263 0.38981 -0.65793
C: 1.12235 0.14535 0.11041
N: -1.76132 -1.25382 1.71044
O: -1.23352 -0.10448 -0.24274
O: -0.12634 1.08122 -1.80671
H: 1.63560 -0.61046 -0.43011
H: 0.84774 -0.29395 1.12574
H: 1.63981 1.05415 0.28214
H: -0.84939 -1.53229 1.83647
H: -1.12229 1.12447 -1.92771


(4)
2 unconnected molecules or ions with the total composition C2H5NO2S, computed with the ωB97M-V functional and the def2-TZVPD basis.

Results
**Energy above the lowest of the compared OMol25 structures with the same formula, charge and spin**: 153.5 kJ/mol
**Electronic energy**: -682.58110 a.u.
**HOMO-LUMO gap**: 8.59 eV
**LUMO energy**: -1.252 eV

Geometry (Å):
C: -0.76206 -0.87099 -0.20534
C: -1.14562 0.74082 1.43239
N: -0.87276 -0.59407 1.00812
O: 2.05989 -0.57103 -2.84704
O: 3.16517 0.67124 -1.07205
S: 2.61876 -0.57554 -1.52482
H: -0.85712 -0.14849 -1.02489
H: -0.57325 -1.89845 -0.48379
H: -0.28114 1.10765 1.99092
H: -1.36094 1.43160 0.60630
H: -1.99092 0.70726 2.12020


(5)
A molecular structure, C2H5NO2S in a non-equilibrium geometry, computed with the ωB97M-V functional and the def2-TZVPD basis.

Results
**Energy above the lowest of the compared OMol25 structures with the same formula, charge and spin**: 381.9 kJ/mol
**Electronic energy**: -682.49414 a.u.
**HOMO-LUMO gap**: 9.95 eV
**LUMO energy**: 0.626 eV

Geometry (Å):
C: 0.28693 -0.30167 -0.87055
C: 0.71596 1.10769 -0.40763
N: -0.70219 -0.61236 0.20934
O: -1.15617 1.35184 1.60866
O: -0.66732 -1.96132 0.60330
S: 0.03655 0.54281 1.30267
H: -0.17445 -0.43990 -1.83861
H: 1.21391 -0.97414 -0.94871
H: 1.76292 1.31781 -0.32586
H: 0.03044 1.81845 -0.60662
H: -1.34658 -1.84921 1.27401


(6)
C2H5NO2S in the gas phase in a non-equilibrium geometry, computed with the ωB97M-V functional and the def2-TZVPD basis.

Results
**Energy above the lowest of the compared OMol25 structures with the same formula, charge and spin**: 376.4 kJ/mol
**Electronic energy**: -682.49620 a.u.
**HOMO-LUMO gap**: 9.91 eV
**LUMO energy**: 0.751 eV

Geometry (Å):
C: -0.46000 0.09744 0.00182
C: 0.30514 -1.21324 0.33679
N: 0.89945 0.89127 -0.30808
O: 2.95502 -0.53547 -0.64618
O: 0.91947 2.13339 0.22800
S: 1.93385 -0.25922 0.40072
H: -1.06640 -0.08156 -0.87730
H: -1.00932 0.59328 0.81852
H: 0.28531 -1.50037 1.37664
H: 0.09872 -2.14931 -0.21807
H: 1.19610 2.84556 -0.38644


(7)
2 unconnected molecules or ions with the total composition C2H5NO2S in a non-equilibrium geometry, computed with the ωB97M-V functional and the def2-TZVPD basis.

Results
**Energy above the lowest of the compared OMol25 structures with the same formula, charge and spin**: 475.2 kJ/mol
**Electronic energy**: -682.45858 a.u.
**HOMO-LUMO gap (spin up / spin down)**: 7.75 / 7.76 eV
**LUMO energy (spin up / spin down)**: 0.334 / 0.334 eV

Geometry (Å):
C: 0.58933 0.97305 -0.29881
C: -0.72867 0.43681 0.13406
N: 1.67697 -0.86026 0.39786
O: 1.23374 1.77022 -0.79068
O: 0.86340 -1.99210 0.44470
S: -2.04360 1.71189 -0.15381
H: -0.66733 0.25414 1.22978
H: -0.74587 -0.43561 -0.45177
H: 2.18920 -0.96845 -0.51101
H: 0.24432 -1.89966 1.21736
H: -2.61149 1.00998 -1.21769


(8)
C2H5NO2Si in the gas phase in a non-equilibrium geometry, computed with the ωB97M-V functional and the def2-TZVPD basis.

Results
**Energy above the lowest of the compared OMol25 structures with the same formula, charge and spin**: 394.1 kJ/mol
**Electronic energy**: -573.83866 a.u.
**HOMO-LUMO gap**: 9.26 eV
**Structure (SMILES)**: CC(=O)N1O[SiH2]1
**LUMO energy**: -0.136 eV

Geometry (Å):
C: 0.29508 -0.87370 0.07257
C: 1.67806 -0.29290 0.17621
N: -0.50223 0.19271 0.49523
O: -0.03858 -1.93614 -0.33715
O: -1.97379 -0.16930 0.65327
Si: -1.80958 1.08495 -0.34337
H: 2.16030 0.01009 -0.84271
H: 2.36193 -1.18702 0.35878
H: 1.64666 0.40110 1.05096
H: -1.90510 2.21889 0.41222
H: -1.91275 0.55131 -1.69600


(9)
2 unconnected molecules or ions with the total composition C2H5NO3 in a non-equilibrium geometry, computed with the ωB97M-V functional and the def2-TZVPD basis.

Results
**Energy above the lowest of the compared OMol25 structures with the same formula, charge and spin**: 322.5 kJ/mol
**Electronic energy**: -359.58648 a.u.
**HOMO-LUMO gap**: 7.88 eV
**LUMO energy**: 0.203 eV

Geometry (Å):
C: -2.12098 -0.86956 0.35922
C: 0.40979 -0.53289 -0.07871
N: 0.75940 0.91002 -0.78529
O: -2.30383 0.07284 0.99471
O: -2.21349 -1.85961 -0.25347
O: 0.44143 -0.23062 1.35127
H: 1.35129 -1.01895 -0.28140
H: 1.60116 1.46472 -0.56235
H: -0.06694 1.47741 -0.65142
H: 0.89515 0.86793 -1.91823
H: 1.24703 -0.28129 1.82569


(10)
A molecular structure, C2H5NO3S in a non-equilibrium geometry, computed with the ωB97M-V functional and the def2-TZVPD basis.

Results
**Energy above the lowest of the compared OMol25 structures with the same formula, charge and spin**: 784.7 kJ/mol
**Electronic energy**: -757.60204 a.u.
**HOMO-LUMO gap (spin up / spin down)**: 7.95 / 7.95 eV
**LUMO energy (spin up / spin down)**: -2.378 / -2.377 eV

Geometry (Å):
C: -0.40351 0.19421 -0.32081
C: -1.53600 1.13856 -0.22665
N: 1.60110 -1.51142 0.10946
O: -0.85915 -1.65412 -0.15070
O: 2.14567 1.03274 -0.29629
O: 0.64967 0.26081 1.54673
S: 1.22467 0.03571 0.28290
H: -1.32997 2.06208 -0.61050
H: -2.43057 0.61820 -0.65984
H: -1.69676 1.42968 0.86538
H: 0.39190 -1.91480 0.02224
H: 2.24294 -1.69166 -0.56192


(11)
2 unconnected molecules or ions with the total composition C2H5NO4 in a non-equilibrium geometry, computed with the ωB97M-V functional and the def2-TZVPD basis.

Results
**Total charge**: -1
**Energy above the lowest of the compared OMol25 structures with the same formula, charge and spin**: 16.3 kJ/mol
**Electronic energy**: -434.94576 a.u.
**⟨S²⟩**: 0.756
**HOMO-LUMO gap (spin up / spin down)**: 2.86 / 7.44 eV
**Multiplicity**: 2
**LUMO energy (spin up / spin down)**: 2.819 / 2.800 eV

Geometry (Å):
O: 1.20628 -2.44857 1.13395
C: 1.16642 -1.44924 0.32193
N: 1.02030 -0.10668 0.77710
C: 0.53506 0.24793 1.99923
O: 0.24883 -0.77959 2.81664
O: 0.40498 1.41652 2.37022
H: 1.26399 -1.58700 -0.75314
H: 0.96830 0.60586 0.07344
H: 0.38378 -1.59588 2.30723
H: -2.60714 2.08915 -2.95311
H: -2.38510 2.04868 -4.45257
O: -2.20572 1.55883 -3.64092


(12)
A molecular structure, C2H5NO4 in a non-equilibrium geometry, computed with the ωB97M-V functional and the def2-TZVPD basis.

Results
**Energy above the lowest of the compared OMol25 structures with the same formula, charge and spin**: 715.7 kJ/mol
**Electronic energy**: -434.72151 a.u.
**HOMO-LUMO gap (spin up / spin down)**: 7.47 / 7.47 eV
**LUMO energy (spin up / spin down)**: -1.729 / -1.727 eV

Geometry (Å):
C: -0.86855 -0.08838 -0.05945
C: 0.32461 0.56748 0.65618
N: 1.38235 -0.30322 0.03178
O: -0.96610 0.15375 -1.32653
O: -1.99833 -0.10522 0.71354
O: 2.33099 -0.69942 0.65827
O: 1.49100 -0.13484 -1.29686
H: -2.75199 -0.15138 0.10655
H: 0.41232 0.03828 -1.64201
H: -0.17858 -1.24767 0.03796
H: 0.33117 0.35393 1.72103
H: 0.49110 1.61668 0.39952


(13)
2 unconnected molecules or ions with the total composition C2H5NO4S in a non-equilibrium geometry, computed with the ωB97M-V functional and the def2-TZVPD basis.

Results
**Energy above the lowest of the compared OMol25 structures with the same formula, charge and spin**: 302.6 kJ/mol
**Electronic energy**: -832.98216 a.u.
**HOMO-LUMO gap**: 9.59 eV
**LUMO energy**: 0.507 eV

Geometry (Å):
C: 1.02486 0.76276 0.50272
C: -1.92878 0.15058 0.82582
N: -1.91648 -0.60290 -0.21708
O: 0.73552 -2.00490 0.01703
O: 1.32632 2.02794 0.86994
O: 1.96613 0.24771 -0.22912
O: 0.93162 -0.85212 -2.18728
S: 1.69899 -1.31552 -1.11447
H: -1.96492 1.34764 0.75504
H: -1.68750 -0.21598 1.81232
H: 2.16756 2.33744 0.32254
H: -0.20105 -1.80446 -0.19591
H: -2.15227 -0.07819 -1.16154


(14)
2 unconnected molecules or ions with the total composition C2H5NO5 in a non-equilibrium geometry, computed with the ωB97M-V functional and the def2-TZVPD basis.

Results
**Energy above the lowest of the compared OMol25 structures with the same formula, charge and spin**: 480.1 kJ/mol
**Electronic energy**: -510.01392 a.u.
**HOMO-LUMO gap**: 9.47 eV
**Structure (SMILES)**: C=[N+]([O-])O.O=C(O)O
**LUMO energy**: 0.298 eV

Geometry (Å):
C: 0.43164 0.63515 -0.68336
C: -1.36529 -0.46894 0.26619
N: 1.51472 0.16682 -0.05016
O: 1.78152 0.43597 1.08325
O: 2.13503 -0.95295 -0.66928
O: -1.92310 0.74441 0.07448
O: -1.34163 -1.37469 -0.52103
O: -0.90781 -0.50018 1.55273
H: 0.32392 1.66913 -0.59083
H: 0.32151 0.23944 -1.70646
H: -1.98330 0.79540 -0.88652
H: 2.48867 -1.52388 -0.02507
H: -1.47586 0.13432 2.15609


(15)
C2H5NOP2 in the gas phase in a non-equilibrium geometry, computed with the ωB97M-V functional and the def2-TZVPD basis.

Results
**Energy above the lowest of the compared OMol25 structures with the same formula, charge and spin**: 169.6 kJ/mol
**Electronic energy**: -891.80824 a.u.
**HOMO-LUMO gap**: 9.31 eV
**LUMO energy**: 0.681 eV

Geometry (Å):
C: 0.23788 1.86242 0.01754
C: 0.31762 0.21056 0.18272
N: 0.00956 -0.16721 -1.16415
O: 1.15120 2.32034 -1.15591
P: 1.59156 0.63811 -1.18744
P: -0.15383 -1.80400 -1.66108
H: -0.76945 2.19103 -0.23895
H: 0.59764 2.35943 0.91549
H: 0.34467 -0.33470 1.09924
H: 0.80993 -2.43693 -0.84391
H: -1.14940 -2.04900 -0.69938


(16)
2 unconnected molecules or ions with the total composition C2H5NOS in a non-equilibrium geometry, computed with the ωB97M-V functional and the def2-TZVPD basis.

Results
**Energy above the lowest of the compared OMol25 structures with the same formula, charge and spin**: 240.8 kJ/mol
**Electronic energy**: -607.31509 a.u.
**HOMO-LUMO gap**: 8.55 eV
**Structure (SMILES)**: [H]/N=C/O.C=S
**LUMO energy**: 0.140 eV

Geometry (Å):
C: 0.89496 0.51964 -1.14504
C: -0.85405 -0.75714 1.51272
N: 0.70133 0.75572 0.09577
O: -0.08576 0.19816 -1.95312
S: -2.08598 -1.44974 0.76364
H: 1.76783 0.46077 -1.77506
H: 0.17920 -1.37305 1.52641
H: -1.10721 0.17200 1.99880
H: 1.58289 1.11665 0.59567
H: -0.99321 0.35698 -1.61978


(17)
C2H5NOS in the gas phase in a non-equilibrium geometry, computed with the ωB97M-V functional and the def2-TZVPD basis.

Results
**Energy above the lowest of the compared OMol25 structures with the same formula, charge and spin**: 143.2 kJ/mol
**Electronic energy**: -607.35228 a.u.
**HOMO-LUMO gap**: 9.03 eV
**Structure (SMILES)**: NC(=S)CO
**LUMO energy**: 0.575 eV

Geometry (Å):
C: -0.87015 -0.70929 -0.20412
C: -0.48563 0.88634 -0.41845
N: -1.05471 -1.18285 1.10150
O: 0.93572 1.02437 -0.37455
S: -1.04461 -1.67769 -1.51399
H: -0.92203 1.03016 -1.41597
H: -0.98459 1.43505 0.46726
H: -0.66661 -0.59285 1.73567
H: -1.10872 -2.18208 1.44684
H: 1.31094 0.96363 -1.22503


(18)
C2H5NOS in the gas phase in a non-equilibrium geometry, computed with the ωB97M-V functional and the def2-TZVPD basis.

Results
**Energy above the lowest of the compared OMol25 structures with the same formula, charge and spin**: 449.9 kJ/mol
**Electronic energy**: -607.23546 a.u.
**HOMO-LUMO gap**: 8.91 eV
**Structure (SMILES)**: CCn1os1
**LUMO energy**: -0.017 eV

Geometry (Å):
C: -0.39613 -0.35832 -1.17859
C: 0.42917 -0.35821 0.08379
N: -0.37066 0.33862 1.17745
O: -0.11950 1.75939 1.25145
S: 0.43925 0.89588 2.54833
H: -1.37448 -0.04232 -0.98755
H: -0.58334 -1.36418 -1.68354
H: 0.02478 0.35286 -1.91227
H: 1.39854 0.02040 0.14454
H: 0.55236 -1.24410 0.55639


(19)
C2H5NOS2 in the gas phase in a non-equilibrium geometry, computed with the ωB97M-V functional and the def2-TZVPD basis.

Results
**Energy above the lowest of the compared OMol25 structures with the same formula, charge and spin**: 0.0 kJ/mol
**Electronic energy**: -1005.43878 a.u.
**⟨S²⟩**: 2.009
**HOMO-LUMO gap (spin up / spin down)**: 8.85 / 7.96 eV
**Multiplicity**: 3
**LUMO energy (spin up / spin down)**: 0.853 / -1.604 eV

Geometry (Å):
C: 0.87025 0.32482 0.31074
C: 0.49063 -0.97124 -0.37204
N: 0.25977 1.35901 -0.34113
O: -0.85567 -1.34726 0.14789
S: -3.20552 0.45610 0.53129
S: -1.96617 -0.36436 -0.64508
H: 0.63698 0.31790 1.29901
H: 1.95206 0.44730 0.26926
H: 0.62554 -0.65040 -1.36491
H: 1.20424 -1.69762 -0.06241
H: -0.01210 2.12575 0.22737


(20)
C2H5NOSi in the gas phase in a non-equilibrium geometry, computed with the ωB97M-V functional and the def2-TZVPD basis.

Results
**Energy above the lowest of the compared OMol25 structures with the same formula, charge and spin**: 99.0 kJ/mol
**Electronic energy**: -498.66740 a.u.
**HOMO-LUMO gap**: 11.39 eV
**Structure (SMILES)**: CO[SiH2]C#N
**LUMO energy**: 0.336 eV

Geometry (Å):
C: -1.40640 -1.32644 -2.76637
C: -0.43828 0.74774 0.73344
N: -2.10285 -1.41217 -3.67234
O: -0.79932 0.13702 -0.47604
Si: 0.00237 -1.01271 -1.39522
H: -0.09522 1.66102 0.49603
H: 0.42287 0.24633 1.33330
H: -1.49639 0.77541 1.24241
H: 0.09737 -2.32252 -0.91514
H: 1.30157 -0.50745 -1.63021